[1]
The following is a DFT calculation (wB97M-V/def2-TZVPD) of a structure of composition C35H35CoN7Si.

Structure (XYZ):
```
79
Properties=species:S:1:pos:R:3:forces:R:3
Co -0.7112 0.5724 0.0402 -0.039 -0.060 -0.084
N 0.0186 4.6052 -0.9984 0.016 -0.025 0.002
C -0.5904 3.4185 -0.8405 0.039 -0.071 -0.197
N 0.0020 2.3472 -0.4419 0.017 -0.022 0.014
C 1.3900 2.4005 -0.1229 -0.097 0.002 -0.018
N 1.9272 1.3144 0.2911 0.082 0.059 -0.087
N 1.0647 0.2754 0.3273 0.021 -0.087 0.254
C 1.6042 -0.8994 0.8021 -0.053 0.010 -0.151
C 0.9792 -2.0857 0.7415 0.044 -0.115 0.043
C 1.6615 -3.2596 1.2859 0.025 0.211 0.014
C 1.3169 -4.5082 0.9590 -0.075 -0.061 -0.080
C 0.1904 -4.6973 0.0786 0.054 -0.051 0.063
C -0.5715 -3.6426 -0.2422 -0.067 0.197 -0.076
N -0.2951 -2.3372 0.1478 0.007 0.021 -0.013
C 2.0970 3.6675 -0.2601 0.035 -0.029 0.011
C 3.4505 3.8222 0.0320 0.014 -0.004 0.007
C 4.0645 5.0525 -0.1218 0.016 -0.005 0.003
C 3.3379 6.1513 -0.5677 -0.009 0.006 -0.005
C 1.9911 6.0170 -0.8612 0.049 0.004 0.003
C 1.3863 4.7800 -0.7071 -0.089 0.009 -0.025
H -0.5152 5.3844 -1.3420 -0.007 0.007 0.012
H -1.6453 3.3848 -1.0847 -0.001 0.017 0.039
H 2.5869 -0.8366 1.2509 -0.023 -0.017 0.030
H 2.5118 -3.0578 1.9254 -0.013 -0.010 0.010
H 1.8710 -5.3553 1.3417 -0.017 -0.002 0.007
H -0.0888 -5.6721 -0.2928 0.014 0.007 -0.006
H -1.4574 -3.7528 -0.8348 -0.074 -0.025 -0.058
H 4.0021 2.9583 0.3769 -0.001 0.005 -0.007
H 5.1172 5.1587 0.1037 -0.006 -0.001 0.003
H 3.8205 7.1117 -0.6883 -0.004 -0.001 0.002
H 1.4130 6.8651 -1.2089 -0.003 -0.003 -0.002
C -4.5131 0.9765 -3.1401 0.020 -0.019 0.042
C -4.5440 2.1990 -2.3920 -0.020 0.052 -0.020
C -3.9561 2.3215 -1.1809 -0.054 -0.040 0.032
C -3.2100 1.2256 -0.6110 0.088 0.033 0.113
C -3.3041 -0.1232 -1.2596 0.048 0.016 -0.053
C -3.9097 -0.1006 -2.6167 0.029 -0.029 -0.059
N -2.4881 1.3211 0.4774 0.046 0.039 -0.211
C -2.6707 2.3539 1.4280 0.029 -0.045 0.013
C -1.5644 2.8876 2.0877 0.062 0.061 0.159
C -1.7340 3.8420 3.0791 -0.012 -0.011 -0.008
C -3.0048 4.2621 3.4454 -0.004 0.022 -0.004
C -4.1108 3.7032 2.8211 0.017 -0.013 -0.010
C -3.9488 2.7528 1.8251 0.011 -0.001 0.033
H -4.9493 0.9429 -4.1288 0.006 0.004 0.000
H -5.0219 3.0689 -2.8294 -0.010 -0.013 0.012
H -3.9688 3.2697 -0.6616 -0.009 0.003 0.013
H -4.0600 -0.5858 -0.6055 -0.014 0.020 -0.026
H -3.8365 -1.0217 -3.1806 -0.013 0.040 -0.015
H -0.5688 2.5445 1.8328 -0.120 0.007 0.110
H -0.8617 4.2467 3.5761 -0.005 0.004 0.008
H -3.1329 5.0031 4.2233 -0.001 -0.009 0.002
H -5.1099 3.9940 3.1199 0.007 0.004 -0.004
H -4.8208 2.2974 1.3733 0.003 -0.007 -0.030
C -1.2675 -0.7818 3.0497 -0.011 -0.009 0.032
Si -2.2585 -1.6405 1.7265 -0.008 0.002 -0.080
C -2.3498 -3.4536 2.1546 0.035 -0.029 -0.002
C -4.0493 -1.0735 1.7916 -0.013 -0.016 0.013
N -1.3787 -1.3462 0.1400 0.082 0.094 0.111
C -2.1868 -1.3727 -1.3141 -0.180 0.029 0.001
C -3.0585 -2.5420 -1.5250 0.074 -0.085 0.065
C -2.9778 -3.3452 -2.6403 0.050 -0.086 0.078
C -2.0310 -3.1425 -3.6403 0.013 0.038 0.016
C -1.1441 -2.0682 -3.4566 0.014 -0.019 -0.012
C -1.1900 -1.2278 -2.3774 -0.012 -0.040 0.011
H -1.6146 -1.1280 4.0280 0.023 0.002 -0.005
H -1.3749 0.3024 3.0230 -0.006 0.044 -0.024
H -0.2068 -1.0251 2.9567 -0.008 0.006 0.007
H -2.9446 -3.5251 3.0711 0.014 -0.013 0.002
H -1.3689 -3.8891 2.3494 -0.011 0.002 -0.006
H -2.8418 -4.0555 1.3900 -0.005 0.016 -0.013
H -4.3399 -1.2192 2.8378 -0.024 -0.012 -0.014
H -4.7023 -1.7124 1.1930 -0.004 0.005 0.012
H -4.2418 -0.0306 1.5516 0.024 -0.029 0.022
H -3.8341 -2.7292 -0.7863 0.009 -0.011 -0.026
H -3.6773 -4.1721 -2.7192 0.000 0.012 -0.009
H -1.9626 -3.7904 -4.5014 -0.011 0.009 -0.001
H -0.3796 -1.8793 -4.2038 -0.010 -0.009 0.000
H -0.4825 -0.4057 -2.3174 0.007 0.015 0.023
```
Positions in Å, forces in eV/Å.

* frontier orbital gap (spin up / spin down): 4.7 / 4.9 eV
* LUMO energy (spin up / spin down): -0.75 / -0.76 eV
* 2S+1: 2
* energy above the lowest of the compared OMol25 structures with the same formula, charge and spin: 534.10 kJ/mol
* expectation value of S²: 0.84
* E_tot: -92794.8252 eV
* charge: 0

[2]
The following is a DFT calculation (wB97M-V/def2-TZVPD) of a structure of composition C35H35MoN2O2Te.

Structure (XYZ):
```
76
Properties=species:S:1:pos:R:3:forces:R:3
Mo 1.4212 -0.9696 2.3055 -0.197 1.566 1.185
C -0.6574 -4.6381 0.7932 -0.143 -0.049 0.037
C 0.4845 -5.0642 0.1282 0.796 0.663 0.102
C 1.6726 -4.3064 0.1722 -0.203 -0.409 -0.265
C 1.7975 -3.0828 0.8777 -0.171 -0.526 -0.058
C 0.5698 -2.7188 1.5350 1.354 1.443 0.514
C -0.6167 -3.4531 1.5048 0.593 0.233 -0.055
C 3.1843 -2.3099 0.8607 0.093 -1.165 -0.780
C 4.2685 -2.8444 0.1496 0.472 0.339 -0.148
C 5.5088 -2.1957 0.1083 -0.945 -1.556 -0.611
C 5.6932 -0.9911 0.7812 0.747 0.317 -0.159
C 6.9212 -0.3038 0.7679 0.050 0.766 0.465
C 7.0591 0.8994 1.4563 0.156 -0.475 -0.444
C 5.9748 1.4157 2.1561 -0.618 -0.352 -0.025
C 4.7593 0.7243 2.1625 1.581 0.406 1.295
C 4.5972 -0.4768 1.4839 1.225 1.143 0.383
N 3.4095 -1.1069 1.5181 -4.389 -1.486 0.459
H -1.5695 -5.2267 0.7552 0.119 0.067 0.018
H 0.4636 -5.9951 -0.4347 0.129 0.218 0.095
H 2.4995 -4.7352 -0.3830 0.038 0.230 0.096
H -1.4887 -3.0877 2.0372 0.115 0.027 -0.086
H 4.2064 -3.7747 -0.3984 -0.261 0.069 0.143
H 6.3227 -2.6454 -0.4551 -0.126 0.082 0.123
H 7.7721 -0.7038 0.2218 -0.237 -0.086 0.046
H 8.0072 1.4306 1.4464 -0.129 -0.106 -0.017
H 6.0672 2.3533 2.6979 -0.046 -0.169 -0.042
H 3.9137 1.1321 2.7115 2.409 -1.164 0.649
C 2.3948 2.0169 2.3726 -0.646 0.505 -0.371
C 1.0372 1.9404 1.7492 -1.057 1.911 -0.153
O 0.4820 2.9600 1.3736 -0.019 0.399 -0.082
N 0.4364 0.7361 1.6088 4.680 -3.123 2.894
Te -1.4511 0.5317 0.7661 -1.575 -1.748 -1.398
C -3.5883 0.4035 0.3656 -1.857 1.021 -0.350
C -4.4852 0.6345 1.4493 0.373 -0.155 -0.744
C -4.0424 0.9848 2.8502 -0.014 0.116 0.460
C -5.8691 0.5268 1.2508 0.453 -0.289 -0.635
C -6.3935 0.1910 0.0037 0.117 0.114 0.332
C -7.8760 0.0721 -0.2008 -0.526 -0.020 -0.026
C -5.5271 -0.0418 -1.0626 0.593 0.115 0.734
C -4.1339 0.0573 -0.9042 -0.633 0.090 0.394
C -3.2833 -0.2210 -2.1094 0.047 -0.017 -0.585
C -0.6600 1.2232 -1.1124 0.031 0.385 -0.739
C -0.9220 2.5309 -1.5957 0.100 -0.572 0.328
C -1.7659 3.5314 -0.8509 -0.300 0.392 0.151
C -0.3853 2.9328 -2.8286 0.300 -0.948 0.173
C 0.4051 2.0630 -3.5873 -0.300 0.259 0.287
C 0.9761 2.4935 -4.9071 0.168 0.199 -0.458
C 0.6679 0.7775 -3.1093 -0.486 0.366 0.697
C 0.1483 0.3471 -1.8796 0.008 0.248 -0.106
C 0.4739 -1.0458 -1.4033 0.148 -0.300 -0.147
H 2.7489 3.0693 2.4150 -0.277 -0.667 -0.088
H 3.1136 1.4210 1.7721 -2.181 1.293 -0.321
H 2.3546 1.6098 3.4044 -0.008 0.092 -0.476
H -2.9513 1.0627 2.9858 -0.397 -0.011 -0.139
H -4.4058 0.2057 3.5541 0.182 0.528 -0.302
H -4.4813 1.9616 3.1428 0.251 -0.565 -0.031
H -6.5431 0.7015 2.0822 0.016 0.010 0.033
H -8.4367 0.2784 0.7358 0.335 -0.129 -0.598
H -8.1245 -0.9565 -0.5376 -0.018 0.631 0.120
H -8.2057 0.7974 -0.9740 0.029 -0.494 0.393
H -5.9485 -0.3045 -2.0264 0.107 -0.028 -0.059
H -3.8918 -0.5232 -2.9883 0.208 0.078 0.650
H -2.5791 -1.0459 -1.8933 -0.053 0.517 -0.199
H -2.7508 0.6949 -2.4139 0.086 -0.548 0.116
H -2.1599 3.1535 0.1092 0.271 0.164 -0.487
H -2.6332 3.8230 -1.4797 0.444 -0.063 0.353
H -1.1592 4.4361 -0.6343 -0.417 -0.498 -0.098
H -0.5879 3.9313 -3.1987 -0.011 0.009 0.037
H 0.6878 3.5364 -5.1576 0.192 -0.655 0.140
H 0.6034 1.8237 -5.7107 0.339 0.418 0.347
H 2.0844 2.4346 -4.8712 -0.613 0.029 -0.187
H 1.2846 0.1107 -3.7012 -0.005 -0.061 0.062
H 1.1118 -1.5922 -2.1301 -0.331 0.405 0.397
H -0.4532 -1.6351 -1.2601 0.528 0.201 0.160
H 1.0249 -0.9966 -0.4424 -0.399 -0.088 -0.618
O 1.4212 -0.9696 4.0160 -0.295 0.459 -2.787
```
Positions in Å, forces in eV/Å.

* frontier orbital gap (spin up / spin down): 3.8 / 5.2 eV
* LUMO energy (spin up / spin down): -1.99 / -1.75 eV
* 2S+1: 2
* expectation value of S²: 0.79
* E_tot: -53081.3647 eV
* charge: 0

| no. | maximum force (Eh/bohr) |
| --- | --- |
| 1 | 0.0052 |
| 2 | 0.1230 |